Record 1
# C4H5Br2N

A single C4H5Br2N molecule (ωB97M-V/def2-TZVPD, the Open Molecules 2025 dataset).

Output
ΔE to the lowest compared entry with this formula, charge and spin: 56.99 kJ/mol
molecular weight: 226.90 g mol⁻¹
SMILES: CCC(Br)(Br)C#N
maximum force: 4.9 eV Å⁻¹

Geometry as XYZ:
```
12
Properties=species:S:1:pos:R:3:forces:R:3:nbo_charge:R:1
Br 1.3916 -1.8301 0.6610 0.4846 -0.5970 0.2071 0.1588
Br 2.6433 1.3076 0.7336 -1.4379 -1.3785 -0.5882 -0.0732
N 1.0607 0.1807 -2.4836 0.2322 -0.0604 -0.9740 -0.2249
C 1.1771 -0.0021 -1.3624 -0.2801 0.3640 -1.1948 0.1716
C -0.2080 0.4151 0.5723 -2.7315 2.8538 -2.8753 -0.4881
C 1.0259 -0.0954 0.0187 2.8794 1.0662 1.7488 -0.0876
C -1.4449 -0.3802 0.0541 -0.2662 1.0001 0.3170 -0.6169
H -0.3901 1.5293 0.3596 0.6727 -1.4779 -0.4329 0.2432
H -1.2697 -1.3820 0.4764 -0.9716 0.1620 -0.4429 0.2188
H -0.1108 0.4777 1.5795 -0.0259 -0.6133 3.2645 0.2347
H -1.5103 -0.3902 -1.0858 0.1831 -0.0388 1.6207 0.2315
H -2.3648 0.1696 0.4766 1.2613 -1.2802 -0.6501 0.2322
```
Positions in Å, forces in eV/Å.


Record 2
# C4H5Br2NO

A molecular structure, C4H5Br2NO (ωB97M-V/def2-TZVPD, the Open Molecules 2025 dataset).

Output
ΔE to the lowest compared entry with this formula, charge and spin: 190.97 kJ/mol
molecular weight: 242.90 g mol⁻¹
maximum force: 5.8 eV Å⁻¹

Geometry as XYZ:
```
13
Properties=species:S:1:pos:R:3:forces:R:3:nbo_charge:R:1
Br 2.9361 0.9420 0.8217 -0.9415 0.0842 -0.3308 -0.0528
Br 1.6211 2.6198 3.0217 -0.5654 0.4578 0.0903 0.0958
O -1.5242 -0.9574 1.4052 1.0258 0.1946 1.3720 -0.5445
N 0.2930 0.4849 1.9233 -2.9377 -2.8085 -0.3682 -0.7005
C -0.6355 0.2337 -0.3602 1.3349 -2.5652 2.5434 -0.2814
C -0.6912 -0.1465 1.0734 -0.4442 0.1948 -1.2137 0.6673
C 1.0964 1.5270 1.5360 -1.3114 0.9801 -2.5762 -0.1590
C -0.0667 -0.4652 -1.2938 -2.1094 -3.8169 -0.7379 -0.2916
H -0.1935 -1.5612 -1.3296 0.9241 0.3240 0.5573 0.1998
H -0.4800 1.1754 -0.5342 -0.2255 5.7417 -1.0066 0.1772
H 0.3213 2.0540 0.6123 3.4801 -0.7686 2.9788 0.2654
H -0.0398 -0.0780 -2.2520 0.7967 1.1221 -1.7645 0.1936
H 0.3001 -0.1204 2.7407 0.9733 0.8599 0.4561 0.4305
```
Positions in Å, forces in eV/Å.


Record 3
# C4H5BrCl3NO3

A molecular structure, C4H5BrCl3NO3 (ωB97M-V/def2-TZVPD, the Open Molecules 2025 dataset).

Output
2S+1: 3
molecular weight: 301.35 g mol⁻¹
<S²>: 2.009
maximum force: 5.8 eV Å⁻¹

Geometry as XYZ:
```
17
Properties=species:S:1:pos:R:3:forces:R:3:nbo_charge:R:1
Br -2.3927 -0.4438 -1.4641 -1.6534 -1.2724 -1.6389 0.2908
Cl 0.9655 2.5822 0.2707 0.6773 0.6211 1.2631 0.0536
Cl 2.7980 0.8916 -1.1826 0.5134 0.0153 -0.3322 0.0833
Cl 0.4017 2.1355 -2.3756 0.3592 -1.1238 -0.2269 0.0055
O 0.9475 -0.4989 0.5880 1.8787 0.9768 2.0760 -0.5076
O -1.5375 1.2881 1.8726 -0.5527 3.9440 2.4628 -0.3269
O -1.8977 -0.7722 1.5043 -1.4873 -3.6508 1.1363 -0.4464
N -1.5698 0.3239 1.1996 2.4022 0.3045 -5.3026 0.4712
C 1.1434 1.3296 -0.9219 -0.3923 0.8755 0.0066 -0.1156
C -1.1392 0.5490 -0.2782 1.5107 1.8230 3.6168 -0.3315
C 0.6936 -1.8613 0.7377 0.0202 -2.5345 -0.1340 -0.2957
C 0.3863 0.0805 -0.4520 -2.0864 -0.5729 -3.5002 0.0435
H 0.4125 -0.6114 -1.3543 -0.0208 0.5273 0.7055 0.1918
H -0.3972 -1.8425 1.0559 1.3314 -1.4023 -0.8783 0.2408
H 1.0424 -2.3829 -0.2534 -1.2928 0.6251 1.5953 0.1748
H -1.1754 1.6377 -0.4955 -0.3769 -0.8232 0.2586 0.2542
H 1.3185 -2.4053 1.5489 -0.8306 1.6673 -1.1077 0.2144
```
Positions in Å, forces in eV/Å.


Record 4
# C4H5BrF3NO

2 unconnected molecules or ions with the total composition C4H5BrF3NO (ωB97M-V/def2-TZVPD, the Open Molecules 2025 dataset).

Output
ΔE to the lowest compared entry with this formula, charge and spin: 154.49 kJ/mol
molecular weight: 219.99 g mol⁻¹
maximum force: 5.5 eV Å⁻¹

Geometry as XYZ:
```
15
Properties=species:S:1:pos:R:3:forces:R:3:nbo_charge:R:1
Br 0.4171 -2.3531 0.4524 0.5212 1.3188 -0.9855 0.0567
F -2.7067 1.4187 0.1627 -0.8990 2.5405 0.8534 -0.2792
F -2.2670 -0.5161 1.0569 0.2499 0.9722 -0.2684 -0.3256
F -2.5569 -0.2973 -1.1080 1.3191 0.9278 1.5177 -0.3708
O 0.9600 1.7541 0.1857 -0.4394 -1.3123 -0.4546 -0.6116
N 0.5203 0.3941 1.9450 0.2482 -3.7295 -4.0539 -0.8155
C 1.2094 -0.3845 -1.7180 0.8185 1.7285 -1.2258 -0.7330
C 0.8203 -0.5916 -0.3316 -1.0978 -0.1305 2.0459 -0.0230
C -2.0625 0.3541 0.0560 -0.7486 -4.5691 -2.1887 0.9930
C 0.7320 0.6074 0.5870 0.9270 1.5521 1.3721 0.5348
H 2.4173 -0.2641 -1.7276 -2.7441 -0.0326 -0.3157 0.2535
H 0.6587 0.6824 -2.0001 1.8009 -2.7078 0.3560 0.2845
H 0.4527 0.9824 2.6762 -0.0693 3.0304 2.0623 0.4022
H 0.4933 -0.5704 2.1798 -0.1922 -0.5621 0.4866 0.3837
H 0.9119 -1.2163 -2.4167 0.3055 0.9737 0.7986 0.2502
```
Positions in Å, forces in eV/Å.


Record 5
# C4H5BrN2

A single C4H5BrN2 molecule (ωB97M-V/def2-TZVPD, the Open Molecules 2025 dataset).

Output
ΔE to the lowest compared entry with this formula, charge and spin: 311.31 kJ/mol
molecular weight: 161.00 g mol⁻¹
SMILES: C=C/N=C\C=N\Br
maximum force: 3.9 eV Å⁻¹

Geometry as XYZ:
```
12
Properties=species:S:1:pos:R:3:forces:R:3:nbo_charge:R:1
Br -3.7464 -0.2833 0.1492 -0.2453 0.0676 0.4042 0.1908
N 0.8835 0.5576 -0.3728 0.9401 1.3368 0.0911 -0.3740
N -1.9027 -0.1248 0.1097 1.5892 3.5958 -0.1044 -0.4469
C 0.9820 -0.7871 -0.4435 1.0945 -1.7248 0.2899 -0.0503
C 1.9482 -1.5071 0.1854 -0.7378 1.8785 0.1044 -0.4372
C -1.4327 1.1141 0.2482 -0.5279 -2.4973 -0.6318 0.0221
C -0.0065 1.3973 -0.1292 -0.2091 0.9066 1.5149 0.0855
H 2.6046 -1.0096 0.9979 -0.9093 -1.4043 -1.6871 0.2184
H 1.9114 -2.5049 -0.2357 0.7612 -0.3700 1.1349 0.2144
H 0.3357 2.4973 0.0310 -0.8076 -1.7074 -0.6949 0.1834
H 0.3662 -1.3799 -1.1136 -0.3436 0.5038 -0.2262 0.2074
H -1.9432 2.0305 0.5732 -0.6044 -0.5852 -0.1949 0.1864
```
Positions in Å, forces in eV/Å.


no.,calculated total energy (eV)
1,-145802.52402
2,-147848.66753
3,-119461.64702
4,-85957.84274
5,-77248.08657